No. 1
{"formula": "C5H9NS2", "method": "wB97M-V/def2-TZVPD", "energy_ha": -1047.0093, "relative_energy_ev": 1.063, "max_force_ev_per_a": 2.05, "orbital_gap_ev": 9.37, "smiles": "N[C@@]12CS[C@@H](C1)[C@H]2S", "total_charge": 0, "elements": ["N", "C", "C", "S", "C", "C", "C", "S", "H", "H", "H", "H", "H", "H", "H", "H", "H"], "xyz": [[-0.50783, 1.74925, -0.24128], [0.09101, 0.49333, -0.03741], [1.46147, 0.40742, -0.67707], [1.95127, -1.31226, -0.34860], [0.29650, -1.50280, 0.43300], [0.16765, -0.20900, 1.28849], [-0.59884, -0.80756, -0.62496], [-2.36366, -1.12919, -0.31343], [0.11763, 2.50959, -0.07864], [-1.35271, 1.92069, 0.30237], [2.24803, 1.09132, -0.21272], [1.43131, 0.65368, -1.72924], [0.06196, -2.48917, 0.83080], [1.02482, 0.04811, 1.91730], [-0.73584, -0.28448, 1.91434], [-0.33849, -1.14346, -1.65003], [-2.95428, 0.00454, -0.77291]], "forces_ev_per_a": [[-1.09, 0.73, -0.18], [-1.00, -0.31, -0.93], [1.65, 0.95, 0.77], [-0.14, -0.53, 0.13], [0.16, 0.41, 0.11], [0.53, -1.27, 1.37], [0.11, -0.58, -0.53], [-0.02, 0.38, 0.17], [0.43, 0.45, 0.06], [0.30, -0.31, -0.12], [-1.17, -0.68, -0.35], [-0.16, -0.13, -0.29], [0.18, 0.11, -0.12], [-0.09, -0.07, 0.03], [0.11, 0.49, -0.56], [-0.28, 0.62, 0.45], [0.49, -0.25, 0.00]], "mulliken_charge": [-0.619, 0.519, -0.919, -0.221, -0.264, -0.913, -0.271, -0.238, 0.278, 0.273, 0.427, 0.444, 0.473, 0.291, 0.312, 0.302, 0.125]}


No. 2
{"formula": "C5H9NS2", "method": "wB97M-V/def2-TZVPD", "energy_ha": -1046.8531, "relative_energy_ev": 2.246, "max_force_ev_per_a": 6.57, "orbital_gap_ev": [7.18, 6.18], "spin_multiplicity": 3, "s_squared": 2.01, "total_charge": 0, "elements": ["C", "C", "C", "C", "C", "N", "S", "S", "H", "H", "H", "H", "H", "H", "H", "H", "H"], "xyz": [[1.38197, -1.25585, 0.11408], [-1.90593, 0.96752, -0.78013], [2.09732, 0.37638, -1.47401], [-1.81744, 0.38525, 1.87077], [1.91474, -1.12051, -1.06036], [1.24049, -1.45987, 1.33120], [-2.72709, -0.43994, -0.99144], [-1.46921, 1.74817, 0.68603], [1.11900, 0.73578, -1.75627], [2.78420, 0.37552, -2.27831], [2.42380, 0.92331, -0.60198], [-0.93708, 0.38230, 2.58599], [-1.98557, -0.54843, 1.55415], [-2.70658, 0.73118, 2.54004], [2.26782, -1.94854, -1.64463], [-2.00103, 1.61318, -1.74114], [0.32058, -1.46544, 1.64600]], "forces_ev_per_a": [[0.71, -1.61, 1.71], [0.41, 2.25, -2.27], [-0.91, -1.97, 0.71], [0.37, 5.10, 4.14], [-0.06, 1.94, -0.04], [1.63, 0.74, -1.70], [-0.86, -1.55, -0.10], [-0.14, -0.83, 0.36], [-0.09, 0.41, -0.40], [0.71, 0.56, -0.77], [0.35, 0.33, 0.00], [-0.93, -0.13, -0.87], [-0.57, -3.29, -1.79], [1.38, -0.76, -1.31], [-0.25, -0.17, -0.20], [0.37, -0.80, 1.82], [-2.14, -0.23, 0.70]], "mulliken_charge": [0.362, -0.231, -0.868, -0.993, -0.406, -0.578, -0.104, -0.008, 0.198, 0.311, 0.308, 0.253, 0.411, 0.300, 0.411, 0.330, 0.302]}


No. 3
{"formula": "C5H9NSi", "method": "wB97M-V/def2-TZVPD", "energy_ha": -540.0055, "relative_energy_ev": 3.615, "max_force_ev_per_a": 3.75, "orbital_gap_ev": 9.89, "smiles": "C/N=C/[C@H]1C=C1[SiH3]", "total_charge": 0, "elements": ["C", "N", "C", "C", "C", "C", "Si", "H", "H", "H", "H", "H", "H", "H", "H", "H"], "xyz": [[3.23752, 0.36373, -0.22196], [2.04088, -0.33561, -0.58180], [0.89140, 0.05899, -0.15734], [-0.20860, -0.87463, -0.18958], [-1.04506, -1.18264, 0.96800], [-1.66643, -0.40084, 0.15258], [-3.14839, 0.63754, -0.23560], [3.70230, 0.96105, -1.14737], [3.08176, 0.91241, 0.69824], [4.01169, -0.42333, -0.00756], [0.86686, 0.89971, 0.62681], [-0.18763, -1.73191, -0.86772], [-0.82846, -1.57811, 1.93051], [-4.40860, -0.15671, -0.55508], [-2.97479, 1.58489, -1.36928], [-3.36446, 1.26545, 0.95714]], "forces_ev_per_a": [[1.62, -0.22, -1.67], [-1.60, 0.30, -0.60], [3.21, -0.16, 1.92], [-2.19, -0.72, -1.73], [0.51, 0.88, 1.08], [0.10, -0.33, -0.50], [-0.33, -1.44, -2.12], [-1.20, -0.94, 2.16], [0.26, 0.84, 0.05], [-0.61, 0.73, -0.15], [-0.38, -0.64, -1.18], [0.74, 0.61, -0.33], [-0.55, -0.41, 0.55], [0.77, 0.16, 0.12], [0.23, -0.16, 0.24], [-0.58, 1.51, 2.16]], "mulliken_charge": [-0.671, -0.389, 0.069, -0.287, -0.197, -0.271, 0.329, 0.209, 0.330, 0.234, 0.238, 0.348, 0.378, -0.097, -0.094, -0.130]}


No. 4
{"formula": "C5H9O", "method": "wB97M-V/def2-TZVPD", "energy_ha": -271.0741, "relative_energy_ev": 0.885, "max_force_ev_per_a": 0.27, "orbital_gap_ev": 6.71, "total_charge": -1, "elements": ["C", "O", "H", "H", "H", "C", "C", "C", "C", "H", "H", "H", "H", "H", "H"], "xyz": [[-0.00837, -1.07186, -2.33823], [-0.74660, -1.58075, -1.32550], [0.81823, -0.40284, -1.98728], [0.49810, -1.84163, -2.97543], [-0.59096, -0.43957, -3.04897], [-0.09761, 2.31188, 1.70140], [-0.40366, 1.04698, 1.37838], [0.49441, 0.02337, 0.89240], [0.07753, -1.23644, 0.61934], [0.89243, 2.72061, 1.54319], [-0.86258, 2.97494, 2.08085], [-1.43831, 0.73830, 1.50626], [1.51031, 0.32590, 0.67096], [0.78781, -2.02453, 0.41424], [-0.93072, -1.54435, 0.86841]], "forces_ev_per_a": [[0.11, 0.08, 0.00], [-0.16, -0.21, 0.01], [0.02, 0.05, 0.02], [-0.03, 0.05, 0.02], [0.03, -0.03, -0.02], [-0.17, 0.02, -0.11], [0.19, -0.11, -0.08], [-0.15, 0.15, -0.01], [-0.16, 0.03, -0.04], [0.10, -0.01, 0.08], [0.01, 0.12, 0.01], [-0.03, -0.10, 0.05], [0.17, -0.03, 0.08], [-0.06, 0.02, -0.12], [0.15, -0.03, 0.11]], "mulliken_charge": [-0.582, -0.676, 0.142, 0.173, 0.181, -0.900, 0.004, -0.019, -0.778, 0.268, 0.245, 0.220, 0.301, 0.292, 0.129]}


No. 5
{"formula": "C5H9O", "method": "wB97M-V/def2-TZVPD", "energy_ha": -270.7824, "relative_energy_ev": 1.476, "max_force_ev_per_a": 4.28, "orbital_gap_ev": 12.40, "total_charge": 1, "elements": ["C", "C", "C", "C", "C", "O", "H", "H", "H", "H", "H", "H", "H", "H", "H"], "xyz": [[0.74093, -1.51254, 0.18243], [1.06465, -0.51912, -0.58998], [-0.32832, -1.05372, 1.21491], [-0.25346, 0.52950, 1.05076], [-0.36194, 1.19575, -1.39773], [0.37588, 0.78820, -0.26035], [1.12868, -2.52302, 0.01498], [1.70295, -0.22559, -1.45546], [-1.34509, -1.34193, 1.00030], [0.02324, -1.23899, 2.24754], [-1.34802, 0.91751, 1.23348], [0.37618, 0.97991, 1.76351], [-0.33731, 2.36014, -1.59909], [0.00166, 0.57022, -2.17912], [-1.44004, 1.07367, -1.22618]], "forces_ev_per_a": [[-1.21, -0.06, 0.48], [1.22, 1.77, -1.38], [1.95, 1.88, -0.27], [-3.25, -1.41, 0.89], [-2.43, 3.41, -0.87], [0.63, -1.28, 1.38], [-0.22, 0.45, 0.30], [-0.33, -1.10, 1.00], [-0.03, -0.77, 0.09], [-0.59, -0.36, -0.54], [2.28, -0.14, -1.22], [0.89, 0.53, 0.65], [0.87, -2.42, 0.47], [-0.12, 0.16, -0.96], [0.33, -0.67, -0.01]], "mulliken_charge": [-0.402, -0.179, -0.459, -0.441, -0.582, -0.082, 0.396, 0.481, 0.327, 0.326, 0.305, 0.358, 0.274, 0.385, 0.293]}


No. 6
{"formula": "C5H9O", "method": "wB97M-V/def2-TZVPD", "energy_ha": -270.8367, "relative_energy_ev": 0.000, "max_force_ev_per_a": 4.44, "orbital_gap_ev": 10.75, "total_charge": 1, "elements": ["C", "C", "C", "C", "C", "O", "H", "H", "H", "H", "H", "H", "H", "H", "H"], "xyz": [[-0.59146, 0.94641, -0.40938], [-0.71525, 0.26841, 0.96898], [0.81005, 0.92423, -1.02769], [0.83595, -1.25072, -0.27241], [-0.34543, -1.20973, 0.87009], [1.38003, -0.39816, -1.09576], [-1.28771, 0.47008, -1.10330], [-0.87879, 1.99352, -0.31322], [-0.05475, 0.77357, 1.67385], [-1.73112, 0.39052, 1.34139], [0.80758, 1.30382, -2.05314], [1.51888, 1.53508, -0.45471], [1.29856, -2.23818, -0.36150], [-1.13164, -1.85070, 0.47571], [0.08508, -1.65816, 1.76109]], "forces_ev_per_a": [[0.13, -0.23, 0.03], [-0.09, 0.21, 0.03], [-0.67, 1.87, 0.21], [0.35, -0.65, -0.06], [2.29, 1.89, -2.76], [-2.15, -2.54, 2.93], [-0.06, 0.07, -0.09], [0.00, -0.01, -0.14], [0.02, -0.06, 0.09], [0.02, 0.00, 0.01], [0.00, -0.23, 0.16], [-0.05, -0.25, -0.09], [0.12, 0.21, -0.23], [-0.04, -0.15, -0.13], [0.14, -0.13, 0.01]], "mulliken_charge": [-0.667, -0.546, -0.372, 0.181, -0.506, -0.197, 0.334, 0.364, 0.320, 0.328, 0.324, 0.324, 0.413, 0.327, 0.372]}